(1)
DFT (wB97M-V/def2-TZVPD) results for a structure of composition CH3Cl2NOS in a non-equilibrium geometry.

Structure (ORCA input):
```
! RIJCOSX wB97M-V def2-TZVPD def2/J DEFGRID3
* xyz 0 1
C 1.415 0.522 0.198
N -2.562 0.172 0.732
O -0.044 -1.394 -0.891
S 0.685 -0.194 -1.333
Cl 2.940 -0.531 0.414
Cl -2.090 -1.203 -0.016
H 1.895 1.481 -0.038
H 0.618 0.476 1.033
H -2.859 0.671 -0.099
*
```

Summary:
Energy above the lowest of the compared OMol25 structures with the same formula, charge and spin   2.369 eV
Strongest force on any atom   2.09 eV/A
DFT total energy   -40498.5121 eV
Gap between HOMO and LUMO (spin up / spin down)   8.3 / 7.8 eV

=====

(2)
DFT (wB97M-V/def2-TZVPD) results for a structure of composition C4H16BrNSi3 in a non-equilibrium geometry.

Structure (ORCA input):
```
! RIJCOSX wB97M-V def2-TZVPD def2/J DEFGRID3
* xyz 0 1
C 1.062 -2.245 -1.505
C -0.755 -1.039 1.795
C -0.049 2.081 1.385
C 2.126 0.227 1.292
N -0.156 0.245 -0.951
Si -0.014 -0.869 -2.242
Si -2.239 1.481 -1.086
Si 0.148 0.262 0.754
Br -3.070 1.839 -3.055
H 1.985 -1.785 -1.212
H 0.706 -2.676 -0.561
H 1.375 -3.139 -2.166
H -1.383 -1.703 1.183
H 0.108 -1.635 2.178
H -1.303 -0.739 2.720
H 0.356 2.239 2.277
H 0.549 2.520 0.578
H -1.119 2.517 1.335
H 2.666 0.903 0.660
H 2.345 0.534 2.277
H 2.454 -0.830 1.104
H -1.235 -1.600 -2.616
H 0.434 -0.041 -3.355
H -1.858 2.831 -0.549
H -3.132 0.621 -0.239
*
```

Summary:
Energy above the lowest of the compared OMol25 structures with the same formula, charge and spin   3.591 eV
Strongest force on any atom   6.17 eV/A
DFT total energy   -99573.6696 eV
Gap between HOMO and LUMO   8.7 eV

=====

(3)
DFT (wB97M-V/def2-TZVPD) results for a structure of composition C28H24F4N8NiOSSe2Si in a non-equilibrium geometry.

Structure (ORCA input):
```
! RIJCOSX wB97M-V def2-TZVPD def2/J DEFGRID3
* xyz 0 1
Ni 1.264 0.512 0.513
C -4.486 3.202 0.411
Si -2.878 3.734 1.169
C -2.684 5.575 1.154
C -2.769 3.128 2.911
C -1.497 3.082 0.053
C -1.586 3.354 -1.316
C -0.623 2.934 -2.231
C 0.459 2.223 -1.771
N 0.589 1.978 -0.460
C -0.355 2.360 0.419
S 0.099 1.673 1.981
H -5.326 3.715 0.888
H -4.639 2.126 0.543
H -4.533 3.415 -0.660
H -3.474 6.055 1.739
H -2.725 5.985 0.141
H -1.724 5.857 1.593
H -3.621 3.517 3.479
H -1.854 3.474 3.398
H -2.785 2.038 2.977
H -2.453 3.889 -1.694
H -0.723 3.138 -3.287
H 1.236 1.841 -2.422
C 4.665 -3.249 3.099
Se 4.341 -2.666 1.270
C 3.135 -4.134 0.825
C 3.111 -4.383 -0.673
Se 2.689 -2.788 -1.729
C 4.446 -2.588 -2.548
H 3.723 -3.332 3.637
H 5.288 -2.494 3.574
H 5.186 -4.204 3.105
H 2.140 -3.895 1.211
H 3.504 -5.015 1.351
H 2.363 -5.139 -0.915
H 4.083 -4.733 -1.013
H 5.176 -2.290 -1.801
H 4.358 -1.823 -3.317
H 4.730 -3.532 -3.005
N 4.272 1.217 0.281
C 3.651 0.783 -0.840
O 2.589 0.076 -0.749
C 4.186 1.093 -2.096
C 5.437 1.764 -2.195
N 6.469 2.281 -2.214
C 3.464 0.696 -3.254
N 2.865 0.348 -4.178
H 3.927 0.915 1.174
H 5.133 1.734 0.228
F -0.403 -0.845 -0.722
C -1.593 -1.309 -0.388
C -2.649 -0.843 -1.057
F -2.457 0.041 -2.014
C -4.013 -1.277 -0.765
C -4.111 -2.359 0.211
C -3.056 -2.823 0.877
F -3.239 -3.767 1.784
C -1.709 -2.287 0.695
C -0.699 -2.631 1.515
C 0.519 -1.850 1.553
N 1.406 -1.127 1.561
C -0.762 -3.695 2.484
N -0.713 -4.542 3.256
F -5.302 -2.861 0.476
C -5.089 -0.693 -1.316
C -6.447 -1.113 -1.056
N -7.551 -1.381 -0.897
C -5.002 0.477 -2.164
N -4.972 1.438 -2.790
*
```

Summary:
Energy above the lowest of the compared OMol25 structures with the same formula, charge and spin   0.871 eV
Strongest force on any atom   1.72 eV/A
DFT total energy   -244708.4734 eV
Gap between HOMO and LUMO (spin up / spin down)   3.9 / 3.9 eV

=====

(4)
DFT (wB97M-V/def2-TZVPD) results for a structure of composition CHAgBrCl3 in a non-equilibrium geometry.

Structure (ORCA input):
```
! RIJCOSX wB97M-V def2-TZVPD def2/J DEFGRID3
* xyz 1 2
Ag -3.634 1.446 2.478
Br -2.097 -0.506 1.329
C 1.024 -0.222 -0.716
Cl 2.334 0.545 0.169
Cl 1.316 -1.961 -0.552
Cl 0.895 0.402 -2.412
H 0.162 0.296 -0.297
*
```

Summary:
Energy above the lowest of the compared OMol25 structures with the same formula, charge and spin   0.348 eV
Strongest force on any atom   1.41 eV/A
DFT total energy   -112652.1301 eV
Gap between HOMO and LUMO (spin up / spin down)   7.0 / 4.4 eV

=====

(5)
DFT (wB97M-V/def2-TZVPD) results for an isolated molecule of C4H7NO in a non-equilibrium geometry.

Structure (ORCA input):
```
! RIJCOSX wB97M-V def2-TZVPD def2/J DEFGRID3
* xyz 0 1
C 1.005 1.250 0.188
C -0.126 0.453 -0.478
C -1.054 -0.260 0.466
C -0.580 -1.477 0.714
O 0.380 -1.876 -0.159
N 0.417 -0.688 -1.236
H 1.676 0.565 0.716
H 0.608 1.974 0.909
H 1.603 1.801 -0.550
H -0.726 1.129 -1.106
H -1.993 0.127 0.807
H -0.845 -2.066 1.595
H -0.365 -0.932 -1.865
*
```

Summary:
Energy above the lowest of the compared OMol25 structures with the same formula, charge and spin   3.480 eV
Strongest force on any atom   1.94 eV/A
SMILES   C[C@@H]1C=CON1
DFT total energy   -7796.1640 eV
Gap between HOMO and LUMO   9.7 eV

=====

(6)
DFT (wB97M-V/def2-TZVPD) results for an isolated molecule of C5H8OS in a non-equilibrium geometry.

Structure (ORCA input):
```
! RIJCOSX wB97M-V def2-TZVPD def2/J DEFGRID3
* xyz 0 1
C -2.285 -0.402 0.111
O -1.722 0.851 0.318
C -0.497 1.106 -0.481
C 0.384 -0.189 -0.069
C 1.471 -0.191 0.916
C 1.849 -0.365 -0.543
S -0.834 -1.538 -0.099
H -2.847 -0.661 1.111
H -2.941 -0.487 -0.855
H -0.116 2.054 -0.173
H -0.697 0.818 -1.525
H 1.495 -0.897 1.748
H 1.850 0.800 1.383
H 2.288 -1.388 -0.960
H 2.600 0.491 -0.883
*
```

Summary:
Energy above the lowest of the compared OMol25 structures with the same formula, charge and spin   2.741 eV
Strongest force on any atom   5.02 eV/A
SMILES   C1OCC2(CC2)S1
DFT total energy   -18194.5616 eV
Gap between HOMO and LUMO   9.5 eV

=====

(7)
DFT (wB97M-V/def2-TZVPD) results for a cluster of 2 separate species, ClH4N2P in total in a non-equilibrium geometry.

Structure (ORCA input):
```
! RIJCOSX wB97M-V def2-TZVPD def2/J DEFGRID3
* xyz 0 1
H 3.284 -2.499 0.181
N 3.872 -1.696 0.017
P 3.345 -0.303 0.370
Cl 5.011 0.700 -0.169
N -1.231 0.786 0.123
H -0.698 0.111 -0.393
H -1.488 1.479 -0.498
H -0.752 1.288 0.928
*
```

Summary:
Energy above the lowest of the compared OMol25 structures with the same formula, charge and spin   1.190 eV
Strongest force on any atom   2.90 eV/A
SMILES   [H]/N=P/Cl.N
DFT total energy   -24856.2208 eV
Gap between HOMO and LUMO   9.6 eV

=====

(8)
DFT (wB97M-V/def2-TZVPD) results for a structure of composition C26H18F5N3PtSeTe in a non-equilibrium geometry.

Structure (ORCA input):
```
! RIJCOSX wB97M-V def2-TZVPD def2/J DEFGRID3
* xyz 0 1
Pt -0.937 -0.103 -0.581
C -1.148 4.183 -1.029
C -1.104 2.838 -1.332
N -1.162 1.878 -0.398
C -1.346 2.232 0.904
C -1.361 3.596 1.296
C -1.231 4.581 0.294
C -1.514 3.905 2.657
C -1.718 2.892 3.573
C -1.752 1.564 3.198
C -1.533 1.183 1.860
N -1.503 -0.070 1.317
C -1.515 -1.308 1.892
C -1.684 -1.636 3.251
C -1.707 -2.949 3.677
C -1.599 -3.996 2.782
C -1.403 -3.738 1.417
C -1.255 -4.767 0.463
C -0.950 -4.431 -0.843
C -0.813 -3.101 -1.184
N -1.023 -2.098 -0.320
C -1.322 -2.391 0.974
H -1.113 4.903 -1.831
H -1.038 2.507 -2.356
H -1.201 5.623 0.573
H -1.491 4.935 2.972
H -1.861 3.136 4.614
H -1.962 0.841 3.963
H -1.799 -0.874 3.996
H -1.815 -3.150 4.732
H -1.641 -5.017 3.122
H -1.349 -5.794 0.778
H -0.809 -5.190 -1.597
H -0.515 -2.828 -2.189
C 0.100 1.350 -4.309
Te -0.069 -0.405 -3.075
C -1.904 -0.914 -4.085
H -0.861 1.848 -4.412
H 0.420 1.013 -5.292
H 0.837 2.040 -3.917
H -1.665 -1.235 -5.095
H -2.561 -0.053 -4.131
H -2.399 -1.717 -3.551
F 7.069 0.507 -1.269
C 5.846 0.282 -0.771
C 5.657 0.124 0.604
F 6.708 0.203 1.429
C 4.389 -0.105 1.101
F 4.208 -0.275 2.416
C 3.257 -0.157 0.274
Se 1.578 -0.416 1.042
C 3.487 0.007 -1.091
F 2.430 -0.027 -1.952
C 4.748 0.215 -1.619
F 4.902 0.357 -2.942
*
```

Summary:
Energy above the lowest of the compared OMol25 structures with the same formula, charge and spin   0.000 eV
Strongest force on any atom   1.45 eV/A
DFT total energy   -121197.3293 eV
Gap between HOMO and LUMO   5.5 eV

=====

- Which value of strongest force on any atom does entry 1 give?
  2.09 eV/A

=====

- Which value of strongest force on any atom does entry 2 give?
  6.17 eV/A

=====

- DFT total energy of number 7 (ClH4N2P)?
  -24856.2208 eV